Record 1
{
  "formula": "C26H36BrFN3O6",
  "method": "ωB97M-V with the def2-TZVPD basis set",
  "symbols": ["C", "C", "C", "C", "C", "C", "C", "C", "C", "C", "N", "C", "C", "O", "F", "C", "C", "O", "Br", "H", "H", "H", "H", "H", "H", "H", "H", "H", "H", "H", "H", "H", "H", "H", "H", "H", "H", "H", "H", "H", "H", "H", "H", "H", "H", "C", "C", "C", "C", "C", "C", "N", "O", "O", "H", "H", "H", "H", "H", "C", "C", "C", "C", "C", "C", "N", "O", "O", "H", "H", "H", "H", "H"],
  "positions_angstrom": [[-1.59, -2.69, -1.10], [-0.93, -1.49, -0.43], [-0.07, -0.64, -1.38], [-0.03, 0.83, -0.92], [0.50, 1.01, 0.51], [-0.37, 1.89, 1.43], [-1.83, 1.49, 1.57], [-2.13, 0.35, 2.54], [-1.34, 0.41, 3.86], [0.00, -0.32, 3.70], [0.23, -1.39, 4.72], [1.60, -1.97, 4.53], [1.74, -2.70, 3.22], [2.63, -2.48, 2.43], [0.78, -3.59, 3.01], [0.13, -0.86, 6.14], [-0.86, -1.71, 6.92], [-1.91, -1.35, 7.35], [-0.25, -3.56, 7.18], [-0.92, -3.23, -1.76], [-1.89, -3.38, -0.32], [-2.50, -2.38, -1.59], [-0.27, -1.87, 0.35], [-1.71, -0.86, -0.01], [0.95, -0.98, -1.39], [-0.42, -0.70, -2.39], [0.67, 1.31, -1.60], [-1.00, 1.28, -1.08], [1.45, 1.53, 0.42], [0.75, 0.05, 0.95], [-0.34, 2.88, 1.00], [0.12, 1.99, 2.40], [-2.35, 2.37, 1.94], [-2.27, 1.27, 0.61], [-2.02, -0.63, 2.09], [-3.18, 0.42, 2.81], [-1.19, 1.45, 4.13], [-1.95, -0.03, 4.65], [0.00, -0.78, 2.73], [0.83, 0.37, 3.71], [-0.46, -2.14, 4.63], [1.79, -2.69, 5.33], [2.32, -1.17, 4.65], [1.09, -0.99, 6.62], [-0.10, 0.19, 6.17], [-3.60, 4.46, -4.30], [-4.05, 3.94, -3.09], [-3.36, 4.19, -1.93], [-2.21, 4.97, -1.98], [-1.75, 5.49, -3.18], [-2.45, 5.23, -4.34], [-1.48, 5.26, -0.74], [-1.90, 4.77, 0.29], [-0.50, 5.97, -0.82], [-4.15, 4.26, -5.21], [-4.95, 3.34, -3.06], [-3.71, 3.79, -0.99], [-0.85, 6.09, -3.21], [-2.10, 5.63, -5.28], [5.35, -3.99, -4.95], [5.37, -2.61, -5.05], [4.25, -1.87, -4.70], [3.12, -2.54, -4.25], [3.08, -3.92, -4.15], [4.21, -4.65, -4.51], [1.94, -1.76, -3.85], [1.99, -0.56, -3.97], [0.97, -2.37, -3.43], [6.23, -4.56, -5.22], [6.25, -2.10, -5.40], [4.26, -0.80, -4.77], [2.20, -4.43, -3.80], [4.19, -5.73, -4.43]],
  "lowdin_charge": [-0.09, -0.25, -0.22, -0.18, -0.18, -0.19, -0.19, -0.18, -0.15, -0.11, -0.07, -0.03, -0.42, 0.20, 0.15, -0.09, -0.74, 0.11, 0.80, 0.06, 0.06, 0.08, 0.09, 0.08, 0.10, 0.10, 0.11, 0.10, 0.11, 0.08, 0.10, 0.09, 0.11, 0.10, 0.10, 0.12, 0.12, 0.11, 0.11, 0.14, 0.17, 0.11, 0.16, 0.13, 0.15, -0.06, -0.06, -0.01, -0.15, 0.00, -0.06, -0.35, 0.05, 0.09, 0.11, 0.11, 0.12, 0.12, 0.11, -0.06, -0.06, 0.00, -0.14, 0.00, -0.06, -0.34, 0.09, 0.06, 0.11, 0.11, 0.12, 0.12, 0.11],
  "orbital_gap_ev": 7.974,
  "e_tot_ha": -4301.4651,
  "homo_energy_ev": -11.671,
  "total_charge": 1,
  "largest_force_ev_per_a": 3.48
}


Record 2
{
  "formula": "C5H30N2O8",
  "method": "ωB97M-V with the def2-TZVPD basis set",
  "symbols": ["C", "N", "C", "C", "C", "N", "C", "H", "H", "H", "H", "H", "H", "H", "H", "H", "H", "H", "H", "H", "H", "H", "H", "O", "H", "H", "O", "H", "H", "O", "H", "H", "O", "H", "H", "O", "H", "H", "O", "H", "H", "O", "H", "H", "O"],
  "positions_angstrom": [[0.06, -1.82, 1.89], [-0.51, -0.78, 1.00], [-0.75, -1.27, -0.38], [-1.22, -0.12, -1.29], [-0.08, 0.85, -1.63], [0.00, 1.95, -0.66], [-1.71, -2.51, -0.42], [0.54, -2.56, 1.27], [0.89, -1.36, 2.39], [-0.69, -2.28, 2.54], [-1.36, -0.35, 1.40], [0.20, -1.81, -0.60], [-1.54, -0.69, -2.18], [-2.07, 0.35, -0.83], [0.86, 0.39, -1.85], [-0.35, 1.32, -2.58], [0.98, 2.03, -0.36], [-0.16, 1.72, 0.33], [-1.39, -3.29, -1.15], [-2.70, -2.10, -0.40], [-1.43, -3.13, 0.44], [3.53, -1.35, -2.33], [2.55, -1.18, -1.09], [2.86, -1.79, -1.77], [2.65, 1.61, 0.49], [1.88, 0.32, 0.30], [2.73, 0.74, 0.10], [0.07, 0.86, 2.48], [-0.98, 2.04, 3.02], [-0.09, 1.76, 2.78], [-3.64, 0.47, 3.73], [-2.66, -0.74, 3.64], [-3.35, -0.26, 3.18], [-3.27, 3.11, 2.01], [-3.59, 1.62, 2.26], [-2.95, 2.31, 2.43], [1.06, 2.98, 2.16], [1.78, 3.93, 1.14], [1.77, 3.04, 1.50], [-0.41, -1.73, -5.04], [0.72, -2.48, -4.33], [-0.22, -2.29, -4.29], [3.90, 1.11, -2.33], [3.78, 0.41, -3.79], [4.30, 0.96, -3.20]],
  "nbo_charge": [-0.43, -0.70, -0.02, -0.43, -0.22, -0.87, -0.65, 0.20, 0.20, 0.19, 0.37, 0.18, 0.23, 0.21, 0.18, 0.18, 0.36, 0.37, 0.23, 0.21, 0.20, 0.48, 0.48, -0.96, 0.51, 0.47, -0.98, 0.50, 0.51, -1.00, 0.48, 0.48, -0.96, 0.48, 0.49, -0.97, 0.52, 0.48, -1.00, 0.47, 0.48, -0.94, 0.49, 0.47, -0.96],
  "orbital_gap_ev": 8.693,
  "de_lowest_kcal_mol": 75.92,
  "e_tot_ha": -919.8659,
  "smiles": "CN[C@@H](C)CCN.O.O.O.O.O.O.O.O",
  "homo_energy_ev": -8.606,
  "largest_force_ev_per_a": 3.11
}


Record 3
{
  "formula": "CH3O2",
  "method": "ωB97M-V with the def2-TZVPD basis set",
  "symbols": ["C", "O", "O", "H", "H", "H"],
  "positions_angstrom": [[-0.29, -0.11, 0.22], [1.15, 1.11, -1.12], [0.62, -0.18, -0.71], [-1.36, -0.44, -0.17], [0.15, -1.05, 0.69], [-0.27, 0.67, 1.09]],
  "nbo_charge": [-0.32, 0.23, 0.09, 0.35, 0.33, 0.31],
  "orbital_gap_ev": [8.371, 8.395],
  "de_lowest_kcal_mol": 183.42,
  "e_tot_ha": -189.7614,
  "homo_energy_ev": [-19.876, -19.659],
  "total_charge": 1,
  "largest_force_ev_per_a": 10.06
}